(1)
C57H120F24N9O11P2S4 | the ωB97M-V functional and the def2-TZVPD basis

Each line ends with the Löwdin charge.
Atoms and positions in Å:
C  -5.460  4.831  -1.226  -0.10
C  -4.456  4.252  -2.208  -0.25
C  -3.698  5.389  -2.978  -0.12
C  -2.693  4.941  -4.096  -0.08
N  -1.215  5.193  -3.948  -0.22
C  -0.404  5.262  -5.297  -0.06
C  0.809  5.981  -4.911  -0.16
C  0.369  7.014  -3.825  -0.10
C  -1.055  6.604  -3.466  -0.12
C  -0.576  4.335  -2.957  -0.12
C  -0.950  2.847  -3.033  -0.19
C  0.030  1.844  -2.408  -0.06
H  -6.068  5.636  -1.726  0.09
H  -4.994  5.318  -0.377  0.05
H  -6.189  4.060  -0.888  0.09
H  -4.905  3.564  -2.899  0.11
H  -3.739  3.746  -1.574  0.06
H  -3.215  6.047  -2.245  0.11
H  -4.453  5.871  -3.529  0.10
H  -2.925  5.426  -5.009  0.11
H  -2.735  3.888  -4.339  0.12
H  -0.376  4.248  -5.700  0.14
H  -1.124  5.833  -5.893  0.14
H  1.541  5.213  -4.596  0.13
H  1.161  6.541  -5.779  0.13
H  1.128  6.965  -2.992  0.14
H  0.470  7.958  -4.259  0.10
H  -1.146  6.732  -2.403  0.11
H  -1.781  7.314  -3.865  0.15
H  -1.071  4.681  -2.052  0.11
H  0.471  4.502  -2.954  0.13
H  -1.113  2.603  -4.096  0.11
H  -1.930  2.766  -2.671  0.06
H  -0.402  0.898  -2.003  0.07
H  0.635  2.379  -1.683  0.06
H  0.801  1.595  -3.131  0.08
C  0.250  -6.650  6.304  -0.10
C  -0.781  -5.938  7.219  -0.25
C  -0.335  -4.504  7.443  -0.17
C  -1.434  -3.409  7.394  -0.12
N  -1.136  -1.999  7.696  -0.26
C  -0.739  -1.770  9.138  -0.09
C  -2.052  -1.885  9.953  -0.14
C  -3.153  -1.401  8.993  -0.12
C  -2.487  -1.259  7.553  -0.03
C  -0.061  -1.469  6.824  -0.14
C  -0.419  -1.433  5.325  -0.22
C  0.822  -0.845  4.653  -0.08
H  -0.006  -6.371  5.297  0.06
H  0.051  -7.741  6.484  0.09
H  1.284  -6.392  6.507  0.07
H  -0.835  -6.455  8.217  0.12
H  -1.824  -5.928  6.759  0.13
H  0.410  -4.345  6.606  0.12
H  0.273  -4.395  8.314  0.10
H  -2.293  -3.643  8.019  0.14
H  -1.924  -3.318  6.467  0.09
H  -0.383  -0.714  9.049  0.14
H  0.080  -2.494  9.361  0.14
H  -1.875  -1.247  10.881  0.14
H  -2.174  -2.951  10.211  0.12
H  -3.472  -0.381  9.305  0.12
H  -4.009  -2.040  9.037  0.10
H  -2.219  -0.225  7.420  0.13
H  -3.054  -1.768  6.734  0.14
H  0.935  -1.958  6.959  0.15
H  -0.034  -0.410  7.036  0.13
H  -1.239  -0.795  5.196  0.09
H  -0.580  -2.425  4.820  0.11
H  0.699  -0.927  3.607  0.03
H  1.722  -1.437  4.966  0.10
H  0.924  0.247  4.872  0.10
C  10.646  6.438  0.221  -0.09
C  11.421  5.403  -0.567  -0.21
C  10.895  3.944  -0.302  -0.15
C  9.595  3.689  -1.002  -0.15
N  9.061  2.308  -1.056  -0.28
C  7.893  2.415  -1.876  -0.14
C  8.351  2.353  -3.355  -0.06
C  9.830  1.628  -3.226  -0.06
C  9.952  1.340  -1.731  -0.08
C  8.789  1.860  0.309  -0.15
C  8.044  2.772  1.237  -0.23
C  7.644  1.965  2.439  -0.09
H  9.640  6.306  -0.057  0.05
H  10.916  7.467  -0.068  0.10
H  10.784  6.321  1.256  0.07
H  12.489  5.428  -0.360  0.11
H  11.385  5.687  -1.646  0.12
H  10.847  3.565  0.709  0.12
H  11.582  3.202  -0.694  0.10
H  9.651  3.970  -1.997  0.11
H  8.840  4.272  -0.537  0.11
H  7.191  1.577  -1.601  0.15
H  7.439  3.388  -1.653  0.14
H  7.730  1.716  -3.980  0.11
H  8.357  3.365  -3.756  0.11
H  9.906  0.750  -3.787  0.09
H  10.599  2.263  -3.553  0.09
H  9.523  0.396  -1.446  0.14
H  10.997  1.450  -1.334  0.15
H  9.761  1.541  0.761  0.16
H  8.208  0.916  0.255  0.15
H  7.166  3.131  0.750  0.11
H  8.592  3.654  1.476  0.10
H  7.022  2.547  3.113  0.08
H  8.519  1.489  2.956  0.10
H  6.961  1.134  2.165  0.08
C  -0.852  -4.091  -6.603  -0.13
C  -1.588  -5.173  -7.326  -0.20
C  -2.575  -5.989  -6.333  -0.16
C  -3.563  -5.025  -5.792  -0.14
N  -4.759  -5.502  -4.950  -0.20
C  -4.252  -6.395  -3.825  -0.05
C  -4.557  -7.803  -4.364  -0.10
C  -5.947  -7.616  -5.045  -0.12
C  -5.764  -6.284  -5.764  -0.10
C  -5.501  -4.268  -4.396  -0.05
C  -6.738  -4.631  -3.438  -0.20
C  -7.687  -3.466  -3.475  -0.11
H  -1.413  -3.243  -6.283  0.04
H  -0.098  -3.510  -7.188  0.10
H  -0.350  -4.450  -5.704  0.08
H  -0.833  -5.952  -7.532  0.11
H  -2.097  -4.899  -8.269  0.12
H  -1.997  -6.396  -5.565  0.09
H  -3.053  -6.721  -7.003  0.12
H  -4.019  -4.486  -6.574  0.13
H  -3.049  -4.366  -5.148  0.09
H  -4.832  -6.242  -2.914  0.13
H  -3.192  -6.214  -3.707  0.12
H  -4.586  -8.537  -3.628  0.10
H  -3.888  -8.153  -5.175  0.12
H  -6.778  -7.497  -4.390  0.10
H  -6.189  -8.373  -5.760  0.12
H  -6.704  -5.683  -5.958  0.16
H  -5.300  -6.498  -6.741  0.13
H  -5.935  -3.904  -5.245  0.08
H  -4.729  -3.607  -3.907  0.14
H  -6.388  -4.715  -2.465  0.06
H  -7.293  -5.541  -3.728  0.11
H  -7.251  -2.509  -3.252  0.07
H  -8.441  -3.619  -2.688  0.08
H  -8.382  -3.366  -4.389  0.11
C  1.887  -4.340  -2.992  0.04
C  1.619  -5.023  -1.709  -0.38
O  1.786  -6.148  -1.340  0.17
N  1.186  -4.031  -0.660  0.08
H  2.083  -3.592  -0.304  0.12
H  0.762  -3.221  -1.077  0.11
C  0.504  -4.478  0.614  0.03
H  2.090  -4.969  -3.864  0.11
H  2.681  -3.642  -2.734  0.10
H  1.072  -3.748  -3.282  0.04
H  1.106  -5.186  1.119  0.09
H  -0.434  -4.965  0.306  0.10
H  0.232  -3.594  1.225  0.08
C  -4.098  6.753  4.199  0.05
C  -3.238  7.950  4.093  -0.38
O  -2.891  8.665  4.961  0.19
N  -2.658  8.209  2.675  0.06
H  -2.061  7.380  2.386  0.07
H  -3.513  8.173  2.076  0.18
C  -1.817  9.477  2.513  0.02
H  -4.342  6.358  3.228  0.08
H  -4.993  7.120  4.627  0.10
H  -3.568  6.065  4.822  0.11
H  -1.957  10.113  3.397  0.09
H  -2.153  10.060  1.614  0.11
H  -0.749  9.233  2.418  0.10
C  -0.727  0.017  1.234  0.02
C  -2.187  0.073  1.646  -0.44
O  -2.644  0.148  2.722  0.18
N  -3.106  -0.095  0.494  0.10
H  -2.735  -0.635  -0.339  0.15
H  -3.945  -0.538  0.793  0.05
C  -3.529  1.286  -0.066  0.05
H  -0.399  -1.055  1.505  0.10
H  -0.168  0.742  1.892  0.11
H  -0.508  0.175  0.156  0.07
H  -2.671  1.555  -0.651  0.07
H  -3.905  2.026  0.649  0.11
H  -4.378  1.100  -0.739  0.11
C  -3.150  -5.148  2.917  -0.72
F  -2.556  -5.623  1.863  0.17
F  -4.454  -5.372  2.836  0.15
F  -2.585  -5.690  3.962  0.17
S  -2.949  -3.296  2.997  0.58
O  -3.378  -2.891  4.292  -0.27
O  -1.571  -3.042  2.615  -0.31
N  -3.813  -2.865  1.778  -0.29
S  -5.356  -2.556  1.751  0.62
O  -6.099  -2.736  2.937  -0.22
O  -5.498  -1.279  1.051  -0.30
C  -6.042  -3.730  0.552  -0.74
F  -5.968  -5.052  0.826  0.13
F  -7.317  -3.502  0.461  0.17
F  -5.506  -3.505  -0.603  0.15
C  4.481  -2.942  1.128  -0.58
F  5.748  -2.830  0.603  0.09
F  4.045  -4.207  0.949  0.13
F  4.549  -2.818  2.477  0.12
S  3.422  -1.578  0.379  0.55
O  3.177  -1.920  -0.967  -0.28
O  2.277  -1.724  1.232  -0.30
N  4.277  -0.276  0.511  -0.29
S  3.646  1.195  0.731  0.62
O  2.226  1.123  0.966  -0.29
O  4.582  1.961  1.502  -0.27
C  3.652  1.852  -1.012  -0.60
F  3.078  3.092  -0.958  0.09
F  4.855  1.968  -1.627  0.11
F  2.878  1.063  -1.776  0.11
P  -1.738  -2.341  -2.541  0.17
F  -0.186  -2.174  -2.969  -0.17
F  -2.016  -2.546  -4.072  -0.12
F  -1.336  -3.943  -2.270  -0.17
F  -3.245  -2.518  -2.125  -0.11
F  -1.267  -2.043  -0.979  -0.17
F  -2.032  -0.779  -2.812  -0.15
P  -1.378  5.196  1.187  0.19
F  -1.776  4.041  2.227  -0.14
F  -1.153  6.193  2.535  -0.18
F  0.121  4.732  1.361  -0.10
F  -1.008  6.495  0.235  -0.17
F  -1.667  4.387  -0.136  -0.12
F  -2.927  5.684  1.236  -0.17

Output
HOMO energy: -14.567 eV
Total charge: +3
Largest force on an atom: 3.6 eV Å⁻¹
Electronic energy: -224114.063 eV
Kohn-Sham gap: 10.323 eV

---

(2)
C57H125N6O8 | the ωB97M-V functional and the def2-TZVPD basis

Each line ends with the Löwdin charge.
Atoms and positions in Å:
C  -2.020  -1.504  4.523  -0.06
O  -0.791  -1.940  3.988  -0.19
C  -0.527  -1.676  2.647  -0.21
C  0.570  -2.602  2.173  -0.10
N  0.209  -4.060  2.054  0.08
H  -0.532  -4.182  1.346  0.11
H  1.029  -4.536  1.686  0.17
C  -0.184  -4.713  3.356  -0.08
C  0.027  -6.223  3.406  -0.21
O  -0.891  -6.760  2.490  -0.19
C  -0.944  -8.166  2.457  -0.09
H  -2.128  -1.899  5.528  0.10
H  -2.861  -1.761  3.873  0.11
H  -2.077  -0.408  4.577  0.06
H  -0.069  -0.684  2.508  0.11
H  -1.345  -1.709  1.918  0.14
H  1.462  -2.611  2.804  0.12
H  0.912  -2.373  1.162  0.11
H  -1.155  -4.395  3.721  0.14
H  0.444  -4.271  4.134  0.13
H  -0.259  -6.659  4.374  0.14
H  1.039  -6.610  3.222  0.13
H  0.047  -8.630  2.522  0.09
H  -1.411  -8.629  1.591  0.10
H  -1.530  -8.463  3.335  0.10
C  4.260  1.076  -2.223  -0.07
C  4.142  -0.450  -2.354  -0.21
C  4.884  -1.162  -1.240  -0.14
N  4.813  -2.694  -1.181  -0.26
C  5.608  -3.157  0.028  -0.10
C  5.918  -4.659  0.031  -0.16
C  6.525  -5.124  -1.273  -0.19
C  5.693  -4.681  -2.486  -0.14
C  5.497  -3.154  -2.464  -0.09
C  3.370  -3.095  -1.037  0.04
H  3.497  1.557  -2.842  0.08
H  5.195  1.456  -2.628  0.09
H  3.931  1.329  -1.215  0.06
H  4.463  -0.755  -3.351  0.12
H  3.093  -0.756  -2.314  0.10
H  4.502  -0.905  -0.247  0.11
H  5.943  -0.902  -1.225  0.14
H  6.507  -2.542  -0.032  0.14
H  5.050  -2.821  0.903  0.13
H  6.496  -4.894  0.925  0.13
H  5.012  -5.252  0.192  0.11
H  7.592  -4.882  -1.317  0.13
H  6.672  -6.208  -1.307  0.13
H  6.279  -4.974  -3.358  0.13
H  4.752  -5.212  -2.631  0.12
H  6.421  -2.594  -2.578  0.15
H  4.864  -2.914  -3.317  0.13
H  2.977  -2.455  -0.249  0.09
H  3.318  -4.174  -0.938  0.11
H  2.885  -2.784  -1.961  0.10
C  -1.226  -1.268  -5.354  -0.09
C  -2.674  -1.599  -5.771  -0.21
C  -3.035  -2.886  -5.083  -0.13
N  -4.508  -3.340  -5.174  -0.24
C  -4.730  -4.372  -4.070  -0.11
C  -6.067  -5.106  -4.144  -0.16
C  -6.226  -5.695  -5.515  -0.19
C  -6.127  -4.614  -6.582  -0.16
C  -4.797  -3.898  -6.563  -0.11
C  -5.380  -2.136  -4.875  0.03
H  -1.200  -1.022  -4.292  0.05
H  -0.883  -0.373  -5.871  0.08
H  -0.620  -2.146  -5.574  0.08
H  -2.778  -1.719  -6.851  0.12
H  -3.280  -0.743  -5.479  0.10
H  -2.810  -2.931  -4.015  0.11
H  -2.578  -3.815  -5.435  0.14
H  -3.932  -5.109  -4.189  0.13
H  -4.520  -3.893  -3.116  0.13
H  -6.137  -5.867  -3.369  0.13
H  -6.871  -4.386  -3.967  0.12
H  -5.505  -6.505  -5.647  0.13
H  -7.215  -6.155  -5.564  0.12
H  -6.249  -5.033  -7.583  0.13
H  -6.934  -3.882  -6.512  0.12
H  -4.004  -4.560  -6.922  0.14
H  -4.710  -3.094  -7.296  0.13
H  -6.433  -2.392  -4.787  0.11
H  -5.231  -1.463  -5.712  0.11
H  -5.111  -1.777  -3.883  0.10
C  5.252  3.417  0.565  -0.06
C  5.063  2.345  1.648  -0.20
C  3.561  2.238  2.094  -0.11
N  3.405  1.176  3.181  -0.21
C  4.320  1.550  4.359  -0.10
C  3.911  0.800  5.625  -0.16
C  2.457  0.837  5.930  -0.19
C  1.578  0.398  4.752  -0.17
C  1.927  1.274  3.597  -0.11
C  3.771  -0.209  2.720  0.02
H  4.505  4.200  0.715  0.07
H  5.310  2.957  -0.415  0.05
H  6.160  4.002  0.722  0.09
H  5.628  2.639  2.530  0.10
H  5.288  1.335  1.308  0.09
H  2.943  2.022  1.222  0.11
H  3.276  3.200  2.517  0.13
H  4.329  2.636  4.449  0.14
H  5.348  1.226  4.207  0.13
H  4.498  1.015  6.517  0.14
H  4.182  -0.234  5.375  0.12
H  2.129  1.849  6.194  0.12
H  2.181  0.203  6.775  0.13
H  0.573  0.595  5.127  0.10
H  1.644  -0.683  4.627  0.11
H  1.766  2.340  3.760  0.13
H  1.393  1.031  2.671  0.10
H  4.854  -0.302  2.737  0.11
H  3.227  -0.385  1.792  0.08
H  3.469  -0.919  3.488  0.09
C  -3.795  0.961  1.162  -0.07
C  -2.745  1.720  1.910  -0.26
C  -3.256  2.738  2.907  -0.11
N  -2.224  3.468  3.737  -0.25
C  -2.911  4.571  4.513  -0.09
C  -1.973  5.259  5.528  -0.14
C  -1.391  4.219  6.483  -0.16
C  -0.678  3.115  5.667  -0.17
C  -1.576  2.467  4.637  -0.13
C  -1.275  4.119  2.740  0.04
H  -3.315  0.284  0.458  0.07
H  -4.363  1.665  0.549  0.10
H  -4.472  0.450  1.850  0.09
H  -2.103  2.153  1.134  0.09
H  -2.064  1.008  2.394  0.09
H  -3.941  2.210  3.572  0.15
H  -3.757  3.549  2.378  0.14
H  -3.596  3.956  5.110  0.14
H  -3.605  5.171  3.929  0.15
H  -2.463  6.046  6.098  0.13
H  -1.186  5.770  4.968  0.11
H  -2.149  3.749  7.111  0.13
H  -0.649  4.683  7.132  0.12
H  -0.397  2.304  6.340  0.12
H  0.209  3.536  5.187  0.11
H  -2.333  1.840  5.103  0.14
H  -0.915  1.872  4.007  0.11
H  -1.918  4.731  2.111  0.11
H  -0.820  3.363  2.097  0.08
H  -0.502  4.675  3.259  0.10
C  2.044  6.443  0.449  -0.08
C  1.514  6.101  -0.960  -0.21
C  0.232  5.278  -0.808  -0.13
N  -0.251  4.667  -2.125  -0.24
C  -0.376  5.700  -3.254  -0.09
C  -1.406  6.768  -2.859  -0.16
C  -2.781  6.120  -2.637  -0.17
C  -2.727  4.976  -1.630  -0.16
C  -1.621  3.957  -1.882  -0.08
C  0.773  3.702  -2.625  0.00
H  2.092  5.463  0.941  0.05
H  1.397  7.105  1.020  0.08
H  3.066  6.815  0.501  0.08
H  2.297  5.595  -1.521  0.11
H  1.295  7.021  -1.505  0.11
H  -0.531  5.725  -0.176  0.13
H  0.467  4.357  -0.261  0.10
H  0.562  6.213  -3.439  0.13
H  -0.807  5.139  -4.080  0.15
H  -1.092  7.348  -1.990  0.11
H  -1.542  7.457  -3.693  0.13
H  -3.478  6.888  -2.301  0.12
H  -3.201  5.830  -3.602  0.13
H  -2.633  5.376  -0.618  0.10
H  -3.651  4.408  -1.780  0.12
H  -1.430  3.291  -1.042  0.11
H  -1.877  3.435  -2.803  0.14
H  0.333  3.055  -3.382  0.12
H  1.089  3.120  -1.758  0.09
H  1.590  4.245  -3.091  0.10
C  -0.336  0.321  -1.077  -0.01
C  0.751  0.690  -0.076  -0.71
O  1.637  -0.155  0.193  -0.08
O  0.581  1.762  0.610  -0.11
H  -0.973  -0.376  -0.535  0.08
H  0.197  0.027  -1.983  0.08
H  -0.921  1.179  -1.401  0.04
C  -0.724  -3.239  -2.032  -0.03
C  -1.731  -4.064  -1.237  -0.73
O  -2.431  -4.902  -1.831  -0.03
O  -1.805  -3.910  0.028  -0.11
H  -0.454  -3.678  -2.989  0.07
H  0.182  -3.130  -1.422  0.04
H  -1.070  -2.206  -2.107  0.04
C  -3.618  0.806  -2.476  -0.06
C  -4.995  1.262  -2.919  -0.78
O  -5.147  2.491  -3.117  -0.08
O  -5.940  0.429  -2.953  -0.08
H  -3.687  -0.248  -2.188  0.06
H  -3.184  1.407  -1.676  0.03
H  -2.863  0.755  -3.272  0.05

Output
HOMO energy: -11.419 eV
Total charge: +3
Largest force on an atom: 2.7 eV Å⁻¹
Electronic energy: -86432.122 eV
Kohn-Sham gap: 5.519 eV